(1)
Entry from OMol25: C2H5ClN2O in the gas phase at a distorted geometry (ωB97M-V/def2-TZVPD).

2S+1 ... 1
Energy relative to the best compared isomer or geometry (same formula, charge and spin) ... 43.31 kcal/mol
Gap between HOMO and LUMO ... 10.113 eV
Max |F| ... 0.0514 Eh/bohr
E_HOMO ... -9.488 eV

```
11
Properties=species:S:1:pos:R:3:mulliken_charge:R:1
C 0.0208 0.5578 -0.1006 0.333
C 1.2349 -0.0425 0.6197 -0.231
H -1.3864 -1.9455 0.2456 0.378
H -1.8050 0.1977 -0.7150 0.244
H -0.9126 2.1193 -0.7383 0.207
H 0.8249 -1.0175 0.9796 0.208
H 1.4739 0.6423 1.4330 0.298
N -1.1020 -0.2617 -0.1445 -0.238
N -0.0291 1.7323 -0.5257 -0.619
O -0.9139 -1.5906 -0.5416 -0.399
Cl 2.5946 -0.3916 -0.5122 -0.181
```

=====

(2)
Entry from OMol25: 2 unconnected molecules or ions with the total composition C24H20BF3O2 at a distorted geometry (ωB97M-V/def2-TZVPD).

2S+1 ... 1
Energy relative to the best compared isomer or geometry (same formula, charge and spin) ... 36.48 kcal/mol
Gap between HOMO and LUMO ... 3.092 eV
Max |F| ... 0.0538 Eh/bohr
E_HOMO ... -6.353 eV

```
50
Properties=species:S:1:pos:R:3:mulliken_charge:R:1
C -4.6395 -1.0834 3.9096 -1.105
C -3.4515 -1.9102 3.8597 0.438
C -3.2868 -3.2700 3.9086 -0.516
C -1.8846 -3.4989 3.8507 -0.504
C -1.2804 -2.2672 3.7338 0.010
B 0.2633 -1.7689 3.8281 0.321
F 0.9682 -2.9859 3.8724 -0.408
F 0.4889 -1.0330 2.6567 -0.224
F 0.3657 -1.0252 5.0107 -0.390
O -2.2409 -1.3092 3.7639 -0.250
H -5.5047 -1.7538 3.9340 0.317
H -4.6425 -0.4511 4.8044 0.246
H -4.7003 -0.4341 3.0300 0.241
H -4.0690 -4.0196 3.9751 0.397
H -1.4237 -4.4748 3.9045 0.477
C 2.2115 -0.1231 -7.1793 -0.494
C 2.9971 0.4777 -6.1902 -0.521
C 3.0470 -0.0533 -4.8971 -0.334
C 2.3156 -1.2100 -4.6253 0.631
O 2.2930 -1.7494 -3.3311 -0.445
C 1.6641 -0.9979 -2.3354 0.196
C 0.3625 -1.3786 -1.9730 -0.522
C -0.3023 -0.6358 -1.0318 -0.723
C 0.3279 0.4354 -0.3256 0.859
C -0.4359 1.0705 0.6871 -0.386
C -0.2205 2.3193 1.3251 0.922
C -1.1133 2.6564 2.3885 -0.490
C -0.9613 3.8178 3.1248 -0.661
C 0.1084 4.6868 2.8477 -0.301
C 0.9807 4.4075 1.7812 -0.766
C 0.7840 3.2830 0.9829 -0.214
C 1.6783 0.7377 -0.6783 -0.439
C 2.3205 0.0646 -1.7022 -0.559
C 1.5578 -1.8504 -5.6070 -0.407
C 1.4808 -1.2788 -6.8769 -0.366
H 2.1689 0.3077 -8.1852 0.369
H 3.5829 1.3678 -6.4153 0.353
H 3.6410 0.3984 -4.1064 0.225
H -0.0911 -2.2400 -2.4678 0.437
H -1.3363 -0.8825 -0.7842 0.400
H -1.3656 0.5624 0.9411 0.218
H -1.9087 1.9475 2.6220 0.378
H -1.6660 4.0466 3.9294 0.395
H 0.2544 5.5793 3.4581 0.378
H 1.8123 5.0851 1.5741 0.386
H 1.3948 3.1487 0.0918 0.543
H 2.2390 1.4757 -0.1064 0.572
H 3.3436 0.3143 -2.0041 0.526
H 1.0207 -2.7586 -5.3419 0.436
H 0.8517 -1.7464 -7.6317 0.356
```

=====

(3)
Entry from OMol25: a molecular structure, C7H15InN2OP at a distorted geometry (ωB97M-V/def2-TZVPD).

2S+1 ... 1
Gap between HOMO and LUMO ... 6.962 eV
Max |F| ... 0.0381 Eh/bohr
E_HOMO ... -3.834 eV
Charge ... -1

```
27
Properties=species:S:1:pos:R:3:mulliken_charge:R:1
C -3.9958 0.4373 -0.8900 -0.743
C -3.0223 -0.1015 -0.0442 -0.283
C -1.6704 0.6333 0.1581 -0.749
In -0.0059 -0.7192 0.8738 0.601
N 0.0092 -1.0422 2.9729 -0.700
N -0.1953 -2.5690 -0.2195 -0.642
C -1.0830 -3.1790 0.2932 0.700
O -1.9983 -3.7822 0.7331 -0.621
P 2.1949 0.4452 0.2950 -0.044
C 2.4535 1.9871 1.3495 -0.872
C 1.9780 0.9251 -1.5376 -0.521
C 2.1416 -0.4464 -2.3357 -0.924
H -4.4916 1.4034 -0.6504 0.247
H -4.2946 -0.1139 -1.8158 0.213
H -3.2736 -1.0748 0.4426 0.315
H -1.7661 1.4995 0.8710 0.271
H -1.3390 1.0768 -0.8141 0.256
H -0.2632 -1.9944 3.2243 0.172
H 0.9516 -0.8686 3.3285 0.158
H 1.7815 2.7944 0.9668 0.255
H 3.5223 2.3051 1.4088 0.304
H 2.1416 1.7279 2.3925 0.217
H 0.9299 1.2668 -1.7317 0.168
H 2.7105 1.6958 -1.8688 0.396
H 3.0029 -0.9722 -1.8542 0.289
H 2.3541 -0.2856 -3.4157 0.333
H 1.2273 -1.0485 -2.1324 0.204
```

=====

Among the records above, which one has the lowest max |F|? C7H15InN2OP

=====

What is the formula in the first record? C2H5ClN2O